Entry 1:
DFT (the ωB97M-V functional and the def2-TZVPD basis) results for a 2-piece molecular cluster, C12H27N5O4 overall.

Its spin multiplicity is 1. As for the HOMO-LUMO gap: 9.22 eV. The structure (SMILES) is [H]/N=C(\N)NCCC[C@H](N)C(=O)O.CC(C)C[C@H](N)C(=O)O.

CARTESIAN COORDINATES (ANGSTROEM)
C1 2.73321 0.69950 0.77386
C2 1.54630 0.06042 0.06880
C3 4.00391 0.60313 -0.08149
C4 4.72913 -0.74937 -0.04998
C5 5.95670 -0.68752 -0.96035
C6 3.82475 -1.92006 -0.43626
C7 -3.29619 -1.69270 0.20445
C8 -4.03102 -2.99254 0.58129
C9 -4.10757 -0.99044 -0.89456
C10 -3.53974 0.36148 -1.32468
C11 -3.37702 1.34498 -0.17143
C12 -2.53998 3.64761 0.18840
H1 2.08502 0.17439 2.64139
H2 3.64674 0.66716 2.58936
H3 2.45020 1.76823 0.80302
H4 4.70298 1.38062 0.25971
H5 3.73078 0.85914 -1.11226
H6 5.06827 -0.92242 0.98053
H7 5.65750 -0.54342 -2.00660
H8 6.53652 -1.61481 -0.90500
H9 6.62089 0.14078 -0.68636
H10 4.39900 -2.85396 -0.46415
H11 3.01992 -2.05363 0.29505
H12 3.37742 -1.76651 -1.42582
H13 -0.04590 -0.85980 0.36924
H14 -1.74329 -2.23005 -1.09367
H15 -1.28002 -2.18412 0.52147
H16 -3.33585 -1.07697 1.11192
H17 -5.13195 -0.88226 -0.52226
H18 -4.16450 -1.65378 -1.76945
H19 -2.56517 0.23388 -1.81092
H20 -4.21424 0.79200 -2.07632
H21 -2.60070 0.98379 0.50794
H22 -4.31104 1.40454 0.41275
H23 -3.66882 3.06050 -1.29896
H24 -2.50160 5.48572 0.66702
H25 -0.96833 2.50753 0.78772
H26 -1.15426 3.94159 1.63483
H27 -2.46899 -3.90214 0.05815
N1 2.93992 0.12716 2.09676
N2 -1.90457 -1.81448 -0.18318
N3 -2.97630 2.65154 -0.68105
N4 -2.99258 4.83542 0.05454
N5 -1.62336 3.19622 1.14036
O1 1.33163 0.12969 -1.11761
O2 0.68580 -0.53422 0.91939
O3 -5.15785 -2.99474 1.00246
O4 -3.34576 -4.13711 0.40197

Entry 2:
DFT (the ωB97M-V functional and the def2-TZVPD basis) results for one molecule with the formula C6H6O.

Its spin multiplicity is 1. As for the HOMO-LUMO gap: 9.33 eV. The structure (SMILES) is OC=C=CC1=CC1.

CARTESIAN COORDINATES (ANGSTROEM)
O1 -2.20214 1.80505 1.40986
C1 -2.08995 1.01636 0.30102
C2 1.79136 0.19037 -0.80728
C3 0.85120 -0.85971 -0.30497
C4 2.08402 -1.23710 -0.44609
C5 -1.36152 -0.06558 0.19818
C6 -0.52300 -1.07475 0.09987
H1 -1.60581 1.45827 2.08799
H2 -2.70217 1.38512 -0.51643
H3 2.10305 1.00031 -0.13989
H4 1.74951 0.48897 -1.85914
H5 2.85125 -1.98969 -0.35110
H6 -0.83275 -2.09192 0.34083

Entry 3:
DFT (the ωB97M-V functional and the def2-TZVPD basis) results for one molecule with the formula C5H8O.

Its spin multiplicity is 1. As for the HOMO-LUMO gap: 10.71 eV. The structure (SMILES) is O=CCC1CC1.

CARTESIAN COORDINATES (ANGSTROEM)
O1 1.79481 1.69108 -0.68109
C1 2.05792 0.70409 -0.04171
C2 0.97802 -0.21171 0.49298
C3 -0.21041 -0.42389 -0.42196
C4 -1.53272 -0.83475 0.17069
C5 -1.36053 0.53830 -0.41338
H1 3.10599 0.51029 0.28136
H2 1.37732 -1.17025 0.85414
H3 0.65752 0.39776 1.35130
H4 0.02915 -0.86707 -1.38698
H5 -2.14071 -1.55437 -0.37100
H6 -1.59896 -0.92374 1.25259
H7 -1.84541 0.76362 -1.35818
H8 -1.31199 1.38064 0.27124

So what do the calculations give for max |F|? Going down the list: 0.6, 0.4, 0.5 eV/A.
So what do the calculations give for molecular weight? Going down the list: 305.38, 94.11, 84.12 g mol⁻¹.
So what do the calculations give for HOMO level? Going down the list: -9.05, -8.80, -9.67 eV.